Density functional theory data (ωB97M-V with the def2-TZVPD basis set) for C5H5F4IO as an isolated structure in a non-equilibrium geometry.

```
16
Properties=species:S:1:pos:R:3:forces:R:3:nbo_charge:R:1
C 2.03124 0.95058 -0.45070 1.300 -1.004 0.657 0.493
C 3.19138 0.52811 0.07229 0.772 0.374 0.176 0.615
C -2.54411 -0.79171 0.50505 -3.788 2.125 -0.761 -0.672
C -1.44756 -0.92325 -0.49289 1.457 4.796 -0.718 -0.399
C -0.22314 0.52091 -0.11629 -2.646 -1.643 -1.004 0.479
O 0.96668 0.19900 -0.75634 0.347 -1.031 0.439 -0.516
F 1.87806 2.20607 -0.78156 0.091 1.445 -0.186 -0.298
F 4.26012 1.37026 0.28922 -1.797 -1.346 -0.449 -0.307
F 3.48602 -0.73403 0.41256 -0.429 1.227 -0.299 -0.288
F -0.07348 0.63352 1.25269 -0.028 0.031 -1.319 -0.353
I -0.34357 -2.67801 -0.22567 -0.094 -0.164 -0.517 0.181
H -2.34732 -1.27515 1.38420 0.818 -1.225 2.330 0.219
H -3.58846 -1.25316 0.19625 2.164 0.873 0.081 0.227
H -2.80254 0.31124 0.84578 0.666 -1.937 -1.082 0.226
H -1.84353 -0.53390 -1.51645 1.181 -1.534 1.388 0.239
H -0.59980 1.46952 -0.61812 -0.014 -0.988 1.265 0.156
```
Positions in Å, forces in eV/Å.

DFT total energy ... -965.79682 Eh
LUMO energy ... 0.42 eV
Orbital gap ... 9.992 eV
HOMO ... -9.6 eV

***

Density functional theory data (ωB97M-V with the def2-TZVPD basis set) for C7H10 as an isolated structure in a non-equilibrium geometry.

```
17
Properties=species:S:1:pos:R:3:forces:R:3:nbo_charge:R:1
C 1.54480 -0.56184 0.11781 -0.658 -0.056 -0.410 -0.450
C 0.71343 0.62432 0.54574 1.066 1.073 1.809 0.080
C 0.00792 1.11461 -0.65866 0.774 0.123 -0.942 -0.376
C -0.95551 -0.08741 -0.65615 0.435 -0.334 -1.077 -0.223
C -1.69251 -0.00352 0.70147 0.062 0.239 0.038 -0.403
C -0.30952 -0.26903 1.27711 0.087 -0.194 0.083 -0.262
C 0.07629 -1.11675 0.02792 -0.026 -0.659 0.127 -0.202
H 2.18858 -0.40583 -0.74990 -0.143 -0.281 0.047 0.216
H 2.05282 -1.10019 0.92394 -0.049 0.228 -0.107 0.220
H 2.01131 1.53579 -1.80948 -0.178 -0.063 -0.071 0.002
H 0.97455 1.19467 -1.48021 -1.013 -0.261 0.364 0.097
H -0.36182 2.12971 -0.77752 -0.350 -0.070 0.487 0.231
H -1.48929 -0.30689 -1.58347 0.063 -0.105 0.164 0.217
H -2.22073 0.92019 0.96238 0.106 -0.089 -0.098 0.205
H -2.34492 -0.86810 0.86196 0.049 0.141 -0.119 0.212
H -0.07346 -0.60472 2.28849 -0.116 0.122 -0.151 0.221
H -0.12194 -2.19500 0.00858 -0.109 0.185 -0.146 0.217
```
Positions in Å, forces in eV/Å.

DFT total energy ... -272.43984 Eh
LUMO energy (spin up / spin down) ... 0.47 / -0.57 eV
Orbital gap (spin up / spin down) ... 8.937 / 6.966 eV
HOMO (spin up / spin down) ... -8.5 / -7.5 eV

***

Density functional theory data (ωB97M-V with the def2-TZVPD basis set) for C26H16F4GaN11O3S as an isolated structure.

```
62
Properties=species:S:1:pos:R:3:forces:R:3:nbo_charge:R:1
Ga 0.68375 0.22514 0.57693 0.316 -0.249 0.613 1.845
N -3.90374 3.05687 6.73904 -0.005 -0.025 0.026 -0.757
C -3.06718 2.96836 5.68148 -0.019 0.027 -0.015 0.237
C -1.72063 3.35825 5.79788 0.014 -0.001 0.000 -0.262
C -0.87073 3.27206 4.72311 0.009 0.053 -0.055 -0.140
C -1.34618 2.80272 3.49566 -0.097 -0.240 0.255 -0.411
C -2.67790 2.40477 3.36602 0.031 0.072 -0.048 -0.146
C -3.53051 2.49088 4.43906 0.006 0.018 -0.014 -0.284
S -0.24124 2.63199 2.19422 0.105 0.256 -0.103 2.344
O 0.84310 3.54766 2.34728 -0.036 -0.022 -0.107 -0.899
O -0.97367 2.57717 0.93649 0.076 0.054 0.096 -1.015
N 0.39866 1.08542 2.22914 0.110 0.282 0.050 -1.079
C 1.65253 0.82112 2.78281 -0.338 -0.012 -0.151 0.584
N 2.07632 1.26066 3.94279 0.093 -0.015 -0.023 -0.433
C 3.32635 0.91070 4.25184 0.035 -0.013 0.003 0.154
C 4.12927 0.12917 3.42592 -0.031 0.011 -0.005 -0.310
C 3.57886 -0.31038 2.24204 -0.080 -0.150 0.021 0.128
N 2.32460 0.02516 1.92017 0.129 0.190 0.038 -0.608
H -3.59124 3.42725 7.61752 0.016 0.020 0.006 0.408
H -4.87563 2.82402 6.65608 -0.016 -0.001 -0.013 0.404
H -1.35564 3.74175 6.74179 -0.007 -0.009 0.006 0.230
H 0.16091 3.58212 4.81740 0.007 -0.018 -0.010 0.253
H -3.04806 2.06587 2.40681 0.011 -0.028 0.005 0.210
H -4.57148 2.21443 4.33055 0.003 -0.014 0.008 0.221
H 3.70288 1.27112 5.20159 -0.022 0.008 0.003 0.229
H 5.14080 -0.12563 3.70122 -0.001 0.002 0.005 0.260
H 4.12314 -0.93092 1.54221 -0.003 -0.007 0.006 0.225
C -4.66112 -0.90058 -0.75444 0.016 -0.009 0.095 -0.425
N -3.25487 -0.82385 -0.37610 0.091 -0.007 -0.105 -0.351
C -2.46199 -1.97096 0.07363 -0.009 0.046 0.029 -0.306
C -1.12454 -1.31587 0.21985 0.119 0.087 -0.096 0.683
O -0.00736 -1.70809 0.62951 -0.049 -0.069 -0.084 -0.639
N -1.19073 -0.03341 -0.13786 -0.132 -0.091 -0.183 -0.696
C -2.48056 0.25878 -0.46762 -0.202 -0.037 0.027 0.685
N -2.86414 1.45990 -0.83467 -0.100 0.017 0.020 -0.731
H -5.09734 -1.77442 -0.27793 -0.015 -0.003 -0.019 0.247
H -4.77722 -0.98374 -1.83469 -0.001 0.003 0.001 0.231
H -5.19482 -0.02546 -0.38519 -0.012 -0.003 -0.009 0.226
H -2.43985 -2.78703 -0.65085 -0.015 0.003 -0.019 0.270
H -2.81599 -2.35179 1.03401 -0.006 -0.042 -0.018 0.274
H -2.25757 2.24092 -0.60549 0.094 -0.031 0.031 0.471
H -3.82984 1.65486 -1.04457 0.001 -0.020 -0.027 0.429
F 0.68232 -1.55259 -2.91539 -0.025 -0.059 0.032 -0.304
C 1.50898 -1.82864 -3.93317 0.117 0.165 0.106 0.333
C 1.23531 -2.86248 -4.73993 0.060 -0.099 -0.212 0.404
F 0.15459 -3.57465 -4.51849 -0.077 -0.071 0.077 -0.254
C 2.08813 -3.20642 -5.86944 0.081 0.167 0.159 -0.124
C 3.17840 -2.26895 -6.10450 -0.097 -0.091 0.025 0.407
C 3.43363 -1.22666 -5.28779 -0.043 0.047 0.049 0.355
F 4.46258 -0.44279 -5.54361 0.030 0.021 -0.002 -0.259
C 2.64438 -0.96128 -4.11240 0.007 -0.197 -0.184 0.010
C 2.95005 0.04486 -3.22422 0.067 0.172 0.347 -0.319
C 2.25202 0.22166 -2.00570 -0.205 0.396 -0.261 0.612
N 1.72383 0.51430 -1.02590 -0.094 -0.347 -0.119 -0.561
C 3.99228 1.01816 -3.37102 0.143 -0.211 -0.304 0.216
N 4.82129 1.80323 -3.49416 -0.053 0.058 0.145 -0.161
F 3.96296 -2.47489 -7.13135 0.042 0.010 -0.040 -0.239
C 1.91596 -4.33543 -6.60792 0.007 -0.124 -0.167 -0.039
C 0.89905 -5.30948 -6.33505 -0.092 0.173 0.073 0.209
N 0.08078 -6.08764 -6.12728 0.043 -0.057 -0.032 -0.133
C 2.74040 -4.69003 -7.72549 0.021 0.004 0.062 0.198
N 3.36365 -5.04726 -8.62182 -0.021 0.013 0.001 -0.107
```
Positions in Å, forces in eV/Å.

DFT total energy ... -4550.31979 Eh
LUMO energy ... -8.37 eV
Orbital gap ... 4.227 eV
HOMO ... -12.6 eV
Net charge ... +2

***

Density functional theory data (ωB97M-V with the def2-TZVPD basis set) for an isolated ion of composition C16H25NO3P and charge +1 in a non-equilibrium geometry.

```
46
Properties=species:S:1:pos:R:3:forces:R:3:nbo_charge:R:1
C -3.43604 -1.26864 -4.22489 0.802 -0.145 -0.869 -0.649
C -2.04819 -0.94360 -3.70047 -0.059 -0.379 -0.081 0.067
C -1.45441 0.34654 -4.21163 -0.193 0.300 1.100 -0.659
C -1.44997 -1.82524 -2.88171 0.034 0.367 -0.195 -0.234
C -0.50796 -1.55367 -1.72659 0.741 -0.486 -0.767 -0.435
C 0.79640 -0.80623 -2.01599 0.181 0.342 0.365 -0.376
C 1.45261 -0.23083 -0.74722 -0.182 -0.139 -0.034 -0.219
C 2.63900 0.66168 -1.12064 -0.468 0.141 -0.159 -0.609
C 1.84202 -1.33082 0.23840 0.472 -0.026 -0.118 -0.392
C 2.27912 -0.85700 1.64164 0.182 0.214 -0.212 -0.459
C 1.25910 -0.03332 2.35033 0.031 -0.296 0.222 0.327
C 0.42817 -0.52793 3.34556 -0.358 0.134 0.160 -0.209
C -0.51016 0.29336 3.94732 0.003 -0.046 -0.097 -0.020
C -1.42515 -0.17419 5.05885 -0.142 0.110 0.505 0.754
O -1.83906 0.61277 5.85231 -0.039 -0.102 -0.341 -0.454
O -1.79774 -1.47743 5.05589 0.189 0.149 0.054 -0.678
C -0.62915 1.62970 3.54947 0.094 0.018 -0.025 -0.173
C 0.20964 2.09746 2.57652 0.080 -0.069 -0.336 -0.101
P 0.08495 3.84223 2.01650 -0.339 0.593 0.442 1.512
O -0.61267 4.67433 3.00429 0.026 -0.141 0.055 -1.019
N 1.12009 1.26020 2.02218 -0.060 0.039 0.095 -0.436
H -4.06366 -1.69313 -3.45106 -0.113 -0.016 -0.015 0.223
H -3.87629 -0.36128 -4.63559 -0.218 0.009 0.160 0.216
H -3.36698 -1.96229 -5.06894 -0.168 -0.107 0.053 0.229
H -1.65382 1.18381 -3.53032 -0.040 0.077 -0.092 0.212
H -0.37750 0.26003 -4.30114 0.010 0.060 -0.274 0.213
H -1.89770 0.61053 -5.16817 0.062 -0.064 -0.096 0.230
H -1.72300 -2.86699 -3.02629 -0.713 0.064 0.689 0.204
H -0.23343 -2.53187 -1.32714 -0.106 0.011 0.177 0.206
H -1.06993 -1.04082 -0.93962 -0.013 0.105 -0.001 0.196
H 1.51751 -1.44634 -2.53016 -0.077 -0.098 -0.077 0.211
H 0.62543 0.05157 -2.66114 -0.085 -0.047 -0.076 0.208
H 0.67057 0.38996 -0.29007 -0.038 0.054 -0.020 0.168
H 2.35500 1.27602 -1.97541 0.048 0.095 0.008 0.232
H 2.92085 1.36224 -0.32834 0.283 -0.101 0.047 0.170
H 3.50705 0.08166 -1.43048 0.096 -0.033 0.174 0.229
H 2.72382 -1.83100 -0.17202 -0.051 -0.130 -0.026 0.230
H 1.07670 -2.10055 0.32037 -0.183 0.135 0.111 0.225
H 3.19315 -0.26281 1.55925 0.024 0.008 -0.060 0.237
H 2.53541 -1.72486 2.24501 -0.089 0.012 0.121 0.252
H 0.52053 -1.55859 3.65392 0.099 -0.069 -0.158 0.245
H -1.05472 -2.07608 5.20320 -0.033 -0.101 -0.127 0.501
H -1.35338 2.30179 3.98913 0.002 -0.027 0.132 0.299
H -0.55276 3.76541 0.76652 0.277 -0.213 -0.139 -0.049
H 1.43349 4.16023 1.76087 -0.001 -0.155 -0.222 -0.068
H 1.74306 1.62403 1.30751 0.033 -0.049 -0.051 0.444
```
Positions in Å, forces in eV/Å.

DFT total energy ... -1246.22708 Eh
LUMO energy ... -5.18 eV
Orbital gap ... 5.457 eV
HOMO ... -10.6 eV
Net charge ... +1